# 1
Here is a structure of composition C3H4LiO3Ru in a non-equilibrium geometry from OMol25. Energies are from ωB97M-V/def2-TZVPD.

Each line ends with the Löwdin spin population.
Positions of all 12 atoms, in Å:
C1 -2.362 -0.052 0.353  0.183
C2 -1.359 -0.774 0.950  0.540
H1 -2.282 0.453 -0.614  0.027
H2 -1.672 -1.199 -0.173  0.045
H3 -1.608 -1.185 1.936  0.060
O1 1.724 0.079 -1.018  0.187
C3 2.587 0.737 -0.358  0.095
O2 2.353 1.127 0.804  0.304
O3 3.739 0.968 -0.891  0.903
Li1 1.491 -0.704 -2.701  0.004
Ru1 0.562 0.174 0.761  3.579
H4 -3.174 0.376 0.951  0.073

## Properties
Expectation value of S² ... 12.016
Orbital gap (spin up / spin down) ... 0.3119 / 0.1640 Ha
Spin multiplicity ... 7
E_LUMO (spin up / spin down) ... -15.100 / -19.781 eV
Total charge ... +3


# 2
Here is a structure of composition C55H38Cl4GdN9S in a non-equilibrium geometry from OMol25. Energies are from ωB97M-V/def2-TZVPD.

Each line ends with the Löwdin spin population.
Positions of all 108 atoms, in Å:
Gd1 0.292 0.574 0.223  5.035
Cl1 -4.121 -0.137 8.851  -0.001
C1 -3.299 -0.118 7.317  -0.002
C2 -2.236 -0.982 7.101  0.003
C3 -1.585 -0.960 5.875  -0.003
C4 -1.987 -0.090 4.862  -0.004
C5 -3.058 0.760 5.107  -0.003
C6 -3.716 0.756 6.330  0.002
C7 -1.291 -0.095 3.534  -0.015
C8 0.058 0.283 3.524  0.145
C9 0.814 0.710 4.681  -0.008
C10 2.117 0.717 4.319  0.089
C11 2.174 0.289 2.939  0.036
C12 3.350 -0.034 2.250  0.190
C13 4.631 0.023 3.029  0.017
C14 5.628 0.935 2.694  0.010
C15 6.820 0.988 3.405  0.001
C16 7.018 0.115 4.458  0.005
Cl2 8.511 0.174 5.354  0.002
C17 6.048 -0.807 4.811  0.000
C18 4.858 -0.846 4.096  0.009
C19 3.427 -0.497 0.929  0.141
N1 2.383 -0.617 0.062  0.041
C20 2.878 -1.142 -1.088  0.143
C21 2.131 -1.453 -2.234  -0.023
C22 2.895 -1.900 -3.440  -0.005
C23 3.777 -1.021 -4.065  -0.003
C24 4.500 -1.410 -5.185  0.002
C25 4.341 -2.694 -5.679  -0.002
Cl3 5.238 -3.185 -7.089  -0.001
C26 3.478 -3.592 -5.071  0.003
C27 2.757 -3.188 -3.955  -0.003
C28 0.741 -1.427 -2.332  0.158
C29 -0.018 -1.750 -3.521  0.002
C30 -1.320 -1.779 -3.164  0.094
C31 -1.377 -1.479 -1.748  0.050
N2 -0.121 -1.197 -1.297  0.032
C32 -2.507 -1.622 -0.930  0.165
C33 -2.544 -1.334 0.444  0.136
C34 -3.625 -1.708 1.333  0.087
C35 -3.287 -1.277 2.567  0.056
C36 -1.998 -0.631 2.449  0.133
N3 -1.577 -0.680 1.151  0.027
C37 -3.729 -2.239 -1.547  0.012
C38 -4.993 -1.672 -1.384  0.014
C39 -6.130 -2.250 -1.934  0.000
C40 -6.007 -3.423 -2.656  0.012
Cl4 -7.421 -4.157 -3.350  0.004
C41 -4.772 -4.025 -2.822  -0.001
C42 -3.646 -3.434 -2.264  0.014
C43 4.296 -1.380 -0.943  0.055
C44 4.637 -0.983 0.301  0.086
N4 0.905 0.108 2.468  0.047
H1 -1.925 -1.662 7.883  0.000
H2 -0.755 -1.636 5.694  0.001
H3 -3.387 1.436 4.326  0.000
H4 -4.546 1.427 6.517  0.000
H5 0.396 0.955 5.648  -0.003
H6 2.970 0.975 4.931  0.004
H7 5.465 1.618 1.866  0.001
H8 7.589 1.703 3.146  0.000
H9 6.223 -1.487 5.636  0.000
H10 4.093 -1.569 4.361  0.000
H11 3.887 -0.015 -3.668  0.000
H12 5.181 -0.725 -5.673  0.000
H13 3.379 -4.596 -5.463  0.000
H14 2.085 -3.885 -3.466  0.001
H15 0.398 -1.936 -4.502  -0.002
H16 -2.169 -1.968 -3.806  0.004
H17 -4.508 -2.269 1.060  0.003
H18 -3.843 -1.410 3.485  0.001
H19 -5.089 -0.759 -0.808  0.001
H20 -7.106 -1.798 -1.799  0.000
H21 -4.693 -4.951 -3.376  0.000
H22 -2.683 -3.921 -2.374  0.000
H23 4.940 -1.821 -1.692  0.000
H24 5.611 -1.040 0.767  0.003
C45 0.705 3.439 -5.916  0.000
C46 0.928 4.240 -4.638  0.000
N5 1.712 3.519 -3.643  0.000
C47 1.200 2.742 -2.656  0.001
S1 2.304 2.044 -1.542  -0.002
N6 -0.121 2.564 -2.737  0.003
N7 -0.699 2.096 -1.609  -0.005
C48 -1.947 1.784 -1.707  0.002
C49 -2.661 1.697 -3.017  0.001
C50 -2.699 1.823 -0.426  0.001
C51 -4.082 1.794 -0.395  0.003
C52 -4.742 2.104 0.784  0.001
C53 -4.004 2.447 1.900  0.002
C54 -2.620 2.403 1.798  0.003
N8 -1.981 2.090 0.677  -0.003
H25 0.169 4.039 -6.659  0.000
H26 0.117 2.546 -5.698  0.000
H27 1.659 3.127 -6.356  0.000
H28 -0.028 4.478 -4.186  0.000
H29 1.442 5.176 -4.857  0.000
H30 2.713 3.541 -3.696  0.000
H31 -1.937 1.578 -3.815  0.000
H32 -3.246 2.605 -3.219  0.000
H33 -3.350 0.843 -3.019  0.000
H34 -4.634 1.576 -1.301  0.000
H35 -5.827 2.096 0.822  0.000
H36 -4.483 2.742 2.826  0.000
H37 -1.991 2.635 2.655  0.001
N9 0.728 4.187 0.783  0.000
C55 0.780 3.042 0.948  -0.007
H38 0.740 5.122 0.439  0.000

## Properties
Expectation value of S² ... 16.198
Orbital gap (spin up / spin down) ... 0.1564 / 0.1545 Ha
Spin multiplicity ... 8
E_LUMO (spin up / spin down) ... -0.932 / -2.877 eV
Total charge ... 0


# 3
Here is an isolated molecule of C7H10N2O2 in a non-equilibrium geometry from OMol25. Energies are from ωB97M-V/def2-TZVPD.

Each line ends with the natural charge from an NBO analysis.
Positions of all 21 atoms, in Å:
C1 -2.370 1.378 0.192  0.019
N1 -3.217 0.600 0.611  -0.080
O1 -2.990 -0.651 0.063  -0.259
N2 -1.823 -0.624 -0.851  0.120
O2 -0.824 -1.510 -0.324  -0.385
C2 -0.033 -0.888 0.644  0.077
C3 1.458 -1.378 0.589  -0.408
C4 2.105 -0.512 -0.530  -0.417
C5 1.465 0.840 -0.419  -0.413
C6 0.041 0.638 0.268  -0.247
C7 -1.221 0.706 -0.628  -0.173
H1 -2.336 2.424 0.396  0.206
H2 -0.598 -1.108 1.592  0.192
H3 1.493 -2.473 0.368  0.227
H4 1.815 -1.317 1.539  0.209
H5 1.856 -0.879 -1.593  0.212
H6 3.161 -0.700 -0.415  0.226
H7 2.102 1.509 0.154  0.211
H8 1.376 1.436 -1.269  0.216
H9 -0.156 1.280 1.156  0.234
H10 -1.304 1.226 -1.544  0.232

## Properties
Orbital gap ... 0.3782 Ha
SMILES ... C1=NON2O[C@H]3CCC[C@H]3[C@H]12
Spin multiplicity ... 1
E_LUMO ... 0.786 eV
Total charge ... 0


# 4
Here is a structure of composition C28H24N2O2S3Zr from OMol25. Energies are from ωB97M-V/def2-TZVPD.

Each line ends with the natural charge from an NBO analysis.
Positions of all 60 atoms, in Å:
Zr1 -0.414 -0.625 0.119  2.182
C1 0.151 3.621 1.352  -0.699
C2 -0.603 2.354 1.172  0.482
N1 0.088 1.263 0.910  -0.545
N2 1.479 1.390 0.832  -0.290
C3 2.020 0.884 -0.224  -0.055
S1 1.109 0.150 -1.595  -0.200
S2 3.769 0.916 -0.309  0.333
C4 3.917 1.952 -1.826  -0.543
C5 3.138 3.233 -1.670  0.026
C6 1.967 3.435 -2.393  -0.256
C7 1.210 4.587 -2.206  -0.205
C8 1.620 5.546 -1.290  -0.221
C9 2.795 5.352 -0.568  -0.199
C10 3.546 4.202 -0.757  -0.228
C11 -2.056 2.298 1.191  -0.222
C12 -2.792 3.299 1.850  -0.106
C13 -4.167 3.292 1.860  -0.219
C14 -4.852 2.292 1.173  -0.124
C15 -4.159 1.298 0.506  -0.218
C16 -2.777 1.282 0.526  0.335
O1 -2.116 0.285 -0.125  -0.827
H1 0.559 3.906 0.372  0.293
H2 1.012 3.465 2.001  0.279
H3 -0.468 4.434 1.710  0.245
H4 3.595 1.381 -2.693  0.235
H5 4.990 2.119 -1.911  0.263
H6 1.657 2.704 -3.132  0.216
H7 0.314 4.746 -2.795  0.227
H8 1.044 6.452 -1.154  0.232
H9 3.132 6.105 0.132  0.233
H10 4.459 4.055 -0.189  0.228
H11 -2.272 4.076 2.393  0.232
H12 -4.709 4.061 2.392  0.248
H13 -5.935 2.289 1.158  0.244
H14 -4.678 0.524 -0.044  0.229
O2 1.019 -2.015 0.936  -1.009
S3 1.228 -3.128 -0.139  1.318
C17 1.195 -4.639 0.774  -0.221
C18 1.189 -4.611 2.160  -0.230
C19 1.212 -5.826 2.832  -0.182
C20 1.242 -7.018 2.119  -0.155
C21 1.259 -7.016 0.727  -0.165
C22 1.246 -5.818 0.037  -0.236
C23 -0.440 -3.087 -0.831  -0.363
C24 -0.664 -2.695 -2.147  -0.199
C25 -1.982 -2.502 -2.574  -0.150
C26 -3.034 -2.675 -1.694  -0.144
C27 -2.798 -3.047 -0.369  -0.161
C28 -1.499 -3.257 0.071  -0.242
H15 1.183 -3.672 2.697  0.247
H16 1.214 -5.837 3.913  0.246
H17 1.263 -7.959 2.652  0.247
H18 1.294 -7.949 0.180  0.246
H19 1.277 -5.806 -1.049  0.236
H20 0.165 -2.547 -2.827  0.271
H21 -2.172 -2.211 -3.599  0.261
H22 -4.049 -2.522 -2.035  0.258
H23 -3.625 -3.191 0.312  0.259
H24 -1.297 -3.597 1.081  0.265

## Properties
Orbital gap ... 0.2259 Ha
Spin multiplicity ... 1
E_LUMO ... -7.440 eV
Total charge ... +2


Q: Which energy above the lowest of the compared OMol25 structures with the same formula, charge and spin values were calculated for the entries above? A: 2.876 0.000 6.089 0.216, in eV.